[1]
# C30H36BrN4O

2 unconnected molecules or ions with the total composition C30H36BrN4O at a distorted geometry (wB97M-V/def2-TZVPD, OMol25).

Geometry as XYZ:
```
72
Properties=species:S:1:pos:R:3:mulliken_charge:R:1
C 1.227 -5.090 0.428 -0.954
N 0.627 -3.843 0.844 0.262
C -0.710 -3.614 0.680 0.278
O -1.507 -4.383 0.148 -0.689
C -1.014 -2.239 1.270 0.015
C -1.988 -2.294 2.449 -0.579
C -3.355 -2.805 2.054 0.499
C -3.884 -3.939 2.679 -0.386
C -5.086 -4.482 2.222 -0.572
C -5.788 -3.856 1.183 -0.456
C -5.292 -2.675 0.616 -0.698
C -4.075 -2.144 1.055 -0.236
N 0.314 -1.764 1.662 0.592
C 0.449 -0.572 2.278 0.161
C 1.676 -0.062 2.672 0.145
C 1.894 1.108 3.391 -0.057
C 3.227 1.578 3.643 0.325
C 3.499 2.884 4.140 -0.354
C 4.802 3.311 4.368 -0.679
C 5.891 2.451 4.145 1.118
C 7.294 2.851 4.465 -1.378
C 5.650 1.177 3.624 -0.845
C 4.358 0.745 3.385 -0.711
C 1.395 -2.747 1.426 0.083
C 2.079 -3.213 2.722 -1.500
C 2.458 -2.276 0.418 -1.520
H 0.441 -5.743 0.040 0.380
H 1.975 -4.920 -0.357 0.300
H 1.719 -5.581 1.276 0.311
H -1.427 -1.597 0.470 0.288
H -1.552 -2.946 3.224 0.331
H -2.070 -1.279 2.869 0.422
H -3.320 -4.399 3.496 0.320
H -5.462 -5.400 2.674 0.373
H -6.725 -4.283 0.824 0.374
H -5.839 -2.169 -0.179 0.370
H -3.664 -1.229 0.617 0.345
H -0.467 0.006 2.435 0.647
H 2.539 -0.644 2.366 -0.902
H 1.048 1.680 3.748 0.990
H 2.649 3.542 4.336 0.378
H 4.998 4.321 4.735 0.415
H 7.971 2.019 4.249 0.358
H 7.617 3.717 3.877 0.334
H 7.403 3.111 5.525 0.335
H 6.490 0.511 3.419 0.292
H 4.226 -0.270 3.009 0.337
H 1.345 -3.688 3.387 0.339
H 2.864 -3.939 2.472 0.480
H 2.542 -2.377 3.253 0.408
H 1.999 -2.129 -0.568 0.380
H 2.931 -1.339 0.720 0.320
H 3.241 -3.042 0.340 0.484
C -2.318 5.168 8.735 -1.176
N -2.660 4.876 7.358 0.105
C -3.910 5.462 6.925 -1.130
C -1.824 4.227 6.487 1.022
C -1.097 3.064 6.897 -0.443
Br -1.514 2.160 8.540 -0.131
C -0.213 2.474 5.996 -0.242
N -0.032 2.937 4.744 -0.496
C -0.732 4.007 4.344 -0.848
C -1.674 4.652 5.149 -0.423
H -1.294 4.865 8.959 0.408
H -2.414 6.251 8.911 0.321
H -3.010 4.661 9.419 0.370
H -4.120 5.197 5.884 0.372
H -4.733 5.093 7.557 0.324
H -3.885 6.559 7.020 0.350
H 0.363 1.601 6.295 0.484
H -0.547 4.383 3.335 0.435
H -2.240 5.497 4.756 0.423
```

Output
energy	-109738.4621	eV
charge	+1
frontier orbital gap	6.164	eV
molecular weight	548.55	g mol⁻¹

---

[2]
# C19H21BrN2O

C19H21BrN2O in the gas phase (wB97M-V/def2-TZVPD, OMol25).

Geometry as XYZ:
```
44
Properties=species:S:1:pos:R:3:mulliken_charge:R:1
O 0.290 -3.106 -1.373 -0.654
C 0.262 -2.320 -0.448 -0.090
N -0.871 -1.801 0.080 -0.011
H -0.796 -0.951 0.625 0.206
C -2.152 -1.935 -0.592 -0.203
C -2.165 -1.125 -1.892 -1.069
C -1.788 0.329 -1.579 -0.851
N -2.034 0.627 -0.176 0.440
C -3.332 0.127 0.232 -0.796
C -3.255 -1.409 0.329 -1.024
H -4.212 -1.847 0.046 0.467
H -3.034 -1.714 1.352 0.336
H -3.589 0.550 1.205 0.375
H -4.121 0.427 -0.478 0.325
C -1.751 2.015 0.142 -1.328
C -0.257 2.219 0.132 0.536
C 0.379 2.882 -0.909 -0.250
C 1.757 3.010 -0.925 -0.729
C 2.516 2.483 0.106 -0.468
C 1.889 1.827 1.152 -0.682
C 0.514 1.688 1.158 -0.247
H 0.028 1.170 1.974 0.347
H 2.473 1.422 1.966 0.543
H 3.590 2.586 0.094 0.476
H 2.240 3.522 -1.744 0.400
H -0.209 3.301 -1.713 0.379
H -2.137 2.221 1.144 0.439
H -2.237 2.711 -0.564 0.363
H -0.724 0.494 -1.768 0.378
H -2.356 1.013 -2.235 0.383
H -3.163 -1.185 -2.328 0.425
H -1.458 -1.554 -2.601 0.478
H -2.293 -2.998 -0.813 0.570
C 1.501 -1.851 0.257 0.753
C 2.569 -1.396 -0.504 -0.536
C 3.713 -0.962 0.137 -0.060
C 3.832 -1.006 1.516 -0.448
C 2.767 -1.478 2.265 -0.684
C 1.599 -1.883 1.643 -0.140
H 0.770 -2.249 2.229 0.459
H 2.852 -1.522 3.340 0.394
H 4.742 -0.677 1.994 0.422
Br 5.155 -0.273 -0.896 -0.164
H 2.493 -1.383 -1.580 0.537
```

Output
energy	-95114.9242	eV
energy above the lowest of the compared OMol25 structures with the same formula, charge and spin	0.000	eV
SMILES	O=C(NC1CCN(Cc2ccccc2)CC1)c1cccc(Br)c1
frontier orbital gap	9.440	eV
molecular weight	373.29	g mol⁻¹

---

[3]
# C120H97F19O8V2

A molecular structure, C120H97F19O8V2 at a distorted geometry (wB97M-V/def2-TZVPD, OMol25).

Geometry as XYZ:
```
246
Properties=species:S:1:pos:R:3:mulliken_charge:R:1
O 3.370 1.650 3.503 -0.529
V 2.569 2.264 2.246 1.494
O 2.621 3.858 2.353 -0.435
O -2.886 -1.389 -4.423 -0.529
V -2.763 -1.524 -2.846 1.522
O -3.473 -2.868 -2.399 -0.650
C 1.037 -0.402 -0.944 -1.077
C -0.214 -0.642 -1.230 1.374
C -1.360 -0.148 -0.383 0.561
O -2.575 -0.388 -0.759 -1.481
C -1.263 0.716 0.670 -0.597
C 0.102 1.098 1.061 0.492
C 1.318 0.495 0.211 0.845
O 2.445 0.857 0.574 -0.137
O 0.393 1.901 1.928 -0.807
O -0.380 -1.421 -2.286 -1.040
H 1.911 -0.659 -1.523 0.736
H -2.076 1.190 1.200 0.749
F -1.849 3.225 7.821 -0.394
C -2.505 2.477 6.946 0.204
C -2.165 2.561 5.587 0.339
C -2.803 1.732 4.669 -0.229
C -3.764 0.870 5.176 -0.908
C -4.098 0.750 6.520 -0.411
C -3.518 1.650 7.411 -1.192
H -1.336 3.204 5.330 0.645
H -2.594 1.650 3.612 0.546
H -4.216 0.190 4.469 0.439
H -4.785 0.033 6.944 0.520
H -3.891 1.672 8.425 0.443
F 4.462 -2.966 1.091 0.225
C 5.465 -3.603 1.718 0.222
C 5.404 -3.985 3.061 0.061
C 6.490 -4.560 3.718 -0.790
C 7.703 -4.713 3.038 -0.567
C 7.804 -4.197 1.718 -0.517
C 6.669 -3.740 1.059 -0.768
H 4.486 -3.843 3.612 0.423
H 6.423 -4.848 4.757 0.411
H 8.562 -5.091 3.572 0.370
H 8.733 -4.232 1.169 0.434
H 6.863 -3.434 0.042 0.525
F -3.982 6.314 -3.193 -0.403
C -3.315 5.559 -2.256 0.451
C -2.589 6.224 -1.276 -1.007
C -1.987 5.460 -0.290 -0.485
C -2.003 4.077 -0.290 0.286
C -2.704 3.420 -1.273 1.077
C -3.337 4.185 -2.275 -0.276
H -2.631 7.303 -1.246 0.496
H -1.529 6.000 0.525 0.313
H -1.530 3.467 0.465 -0.011
H -2.689 2.341 -1.319 -0.655
H -3.907 3.766 -3.092 0.037
F 0.226 -3.047 -6.963 -0.049
C 0.427 -3.951 -7.960 0.336
C 1.532 -3.807 -8.818 -0.122
C 1.644 -4.645 -9.887 -0.635
C 0.649 -5.572 -10.136 -0.375
C -0.394 -5.784 -9.246 -0.517
C -0.484 -4.970 -8.150 -0.475
H 2.214 -2.984 -8.666 0.263
H 2.426 -4.555 -10.627 0.408
H 0.710 -6.152 -11.045 0.351
H -1.167 -6.501 -9.482 0.394
H -1.404 -4.979 -7.585 0.434
F -2.260 -3.854 0.809 -0.446
C -0.998 -4.049 1.182 0.406
C -0.766 -4.327 2.528 -0.447
C 0.512 -4.741 2.925 -0.590
C 1.552 -4.882 1.983 -0.667
C 1.339 -4.646 0.632 -0.820
C 0.039 -4.225 0.259 -0.089
H -1.652 -4.398 3.140 0.573
H 0.601 -5.108 3.937 0.374
H 2.498 -5.262 2.340 0.570
H 2.080 -4.839 -0.130 0.581
H -0.048 -4.126 -0.813 0.604
F -8.214 -2.488 3.550 -0.369
C -7.494 -2.161 2.433 0.239
C -7.767 -2.814 1.252 -0.652
C -7.036 -2.446 0.084 -0.571
C -6.069 -1.448 0.122 -0.836
C -5.809 -0.781 1.337 -0.423
C -6.578 -1.086 2.465 -0.430
H -8.512 -3.596 1.278 0.437
H -7.129 -2.993 -0.843 0.452
H -5.463 -1.247 -0.749 0.785
H -5.128 0.057 1.320 0.762
H -6.401 -0.551 3.386 0.604
F -7.253 3.281 -0.424 -0.279
C -6.748 3.251 0.800 0.105
C -7.571 2.947 1.871 -0.264
C -7.080 2.919 3.182 -0.997
C -5.752 3.263 3.379 -0.540
C -4.895 3.538 2.333 -0.678
C -5.376 3.544 1.041 0.134
H -8.578 2.745 1.537 0.442
H -7.757 2.697 3.994 0.445
H -5.255 3.332 4.336 0.534
H -3.871 3.744 2.608 0.462
H -4.752 3.777 0.191 0.698
F 4.040 -1.344 4.428 -0.402
C 2.715 -1.125 4.462 -0.338
C 1.888 -1.622 3.458 0.222
C 0.518 -1.408 3.613 -0.590
C 0.033 -0.545 4.627 -0.698
C 0.868 -0.099 5.604 -0.925
C 2.207 -0.456 5.562 -0.632
H 2.359 -2.107 2.616 0.869
H -0.193 -1.774 2.887 0.567
H -0.995 -0.239 4.747 0.644
H 0.537 0.556 6.395 0.660
H 2.865 -0.165 6.368 0.562
F 6.457 0.604 -6.831 -0.364
C 5.278 0.044 -6.584 0.271
C 4.356 -0.104 -7.606 -0.802
C 3.089 -0.590 -7.286 -0.578
C 2.732 -0.760 -5.949 -0.818
C 3.673 -0.704 -4.921 -0.244
C 4.967 -0.271 -5.239 -0.743
H 4.646 0.158 -8.613 0.449
H 2.313 -0.779 -8.012 0.667
H 1.741 -1.060 -5.644 0.760
H 3.396 -0.904 -3.897 0.839
H 5.668 -0.029 -4.454 0.576
F 5.030 2.917 1.762 -0.003
C 6.052 2.078 1.948 0.023
C 7.337 2.610 2.111 -0.853
C 8.405 1.734 2.044 -0.729
C 8.214 0.385 1.888 -0.448
C 6.941 -0.152 1.825 -0.301
C 5.889 0.731 1.873 0.421
H 7.524 3.673 2.140 0.473
H 9.423 2.092 2.071 0.378
H 9.040 -0.309 1.933 0.448
H 6.844 -1.222 1.716 0.229
H 4.884 0.355 1.749 0.257
F -3.186 -8.656 -5.101 -0.302
C -2.579 -8.449 -3.903 0.212
C -2.371 -7.118 -3.481 -0.385
C -1.818 -6.813 -2.245 -0.276
C -1.397 -7.841 -1.447 -0.364
C -1.534 -9.175 -1.871 -0.557
C -2.170 -9.489 -3.087 -0.420
H -2.618 -6.293 -4.134 0.462
H -1.804 -5.811 -1.844 0.421
H -0.881 -7.582 -0.535 0.451
H -1.306 -9.990 -1.201 0.343
H -2.455 -10.492 -3.367 0.402
F 5.874 -4.410 -2.546 -0.280
C 4.656 -4.605 -3.133 0.016
C 4.431 -5.492 -4.221 -0.578
C 3.151 -5.690 -4.710 -0.698
C 2.046 -5.002 -4.116 -0.977
C 2.261 -4.070 -3.077 -0.172
C 3.581 -3.937 -2.563 -0.249
H 5.220 -5.982 -4.772 0.396
H 2.997 -6.398 -5.511 0.448
H 1.029 -5.153 -4.445 0.622
H 1.425 -3.507 -2.690 0.696
H 3.724 -3.255 -1.738 0.701
F -2.104 0.967 -3.686 0.504
C -1.464 1.675 -4.590 -0.250
C -0.094 1.599 -4.747 0.019
C 0.560 2.232 -5.748 -0.244
C -0.123 3.090 -6.639 -1.090
C -1.504 3.137 -6.517 -0.618
C -2.135 2.459 -5.468 -0.321
H 0.541 0.932 -4.183 0.596
H 1.611 2.051 -5.916 0.520
H 0.324 3.637 -7.455 0.425
H -2.109 3.761 -7.159 0.457
H -3.212 2.544 -5.489 0.188
F 1.979 3.414 -0.188 0.412
C 1.806 4.079 -1.325 -0.801
C 2.797 5.044 -1.718 -0.759
C 2.454 6.036 -2.676 -0.688
C 1.241 5.949 -3.370 -1.063
C 0.397 4.872 -3.102 -0.790
C 0.738 3.857 -2.144 1.155
H 3.731 5.107 -1.180 0.563
H 3.044 6.932 -2.799 0.465
H 1.055 6.722 -4.101 0.455
H -0.578 4.702 -3.535 0.535
H 0.010 3.116 -1.847 0.393
F 1.609 3.205 5.235 0.050
C 2.126 3.149 6.492 -0.102
C 1.422 3.525 7.597 0.223
C 1.888 3.535 8.900 -1.005
C 3.209 3.092 9.041 -0.271
C 3.958 2.649 8.013 -0.935
C 3.419 2.671 6.715 -0.170
H 0.369 3.736 7.483 0.287
H 1.232 3.784 9.721 0.500
H 3.707 3.031 9.997 0.326
H 4.972 2.286 8.088 0.440
H 3.923 2.215 5.876 0.530
F 7.119 3.910 -4.410 -0.341
C 6.369 3.148 -3.626 0.277
C 5.024 2.991 -3.998 -1.336
C 4.142 2.252 -3.148 -0.016
C 4.677 1.565 -2.027 0.356
C 6.044 1.697 -1.727 -0.497
C 6.844 2.613 -2.433 -0.976
H 4.660 3.511 -4.871 0.544
H 3.088 2.065 -3.294 0.765
H 4.022 0.901 -1.482 0.090
H 6.338 1.158 -0.839 0.615
H 7.891 2.733 -2.196 0.434
F -3.304 6.170 4.932 -0.335
C -1.967 6.313 4.840 -0.097
C -1.248 6.829 5.900 -0.194
C 0.140 7.023 5.882 -0.639
C 0.768 6.660 4.721 -0.562
C 0.120 6.084 3.629 -0.163
C -1.249 5.989 3.636 0.014
H -1.757 7.081 6.818 0.383
H 0.703 7.387 6.729 0.465
H 1.848 6.684 4.721 0.339
H 0.665 5.848 2.727 0.442
H -1.823 5.643 2.789 0.301
F -2.601 -2.405 4.260 0.186
C -3.508 -2.733 5.211 -0.186
C -3.204 -2.795 6.561 -0.307
C -4.176 -3.003 7.551 -0.612
C -5.527 -3.133 7.171 -0.648
C -5.828 -3.128 5.807 -0.268
C -4.853 -2.937 4.846 -0.282
H -2.157 -2.667 6.794 0.414
H -3.874 -3.038 8.588 0.401
H -6.218 -3.177 8.000 0.378
H -6.882 -3.131 5.573 0.366
H -5.134 -3.039 3.809 0.596
F -4.988 -0.358 -3.181 -0.123
C -5.545 0.651 -3.906 0.381
C -5.671 0.500 -5.290 -0.617
C -6.320 1.507 -5.999 -0.442
C -6.746 2.677 -5.416 -0.835
C -6.625 2.798 -4.029 -0.184
C -6.111 1.741 -3.256 -0.487
H -5.179 -0.304 -5.816 0.447
H -6.344 1.434 -7.076 0.375
H -7.247 3.457 -5.971 0.436
H -6.949 3.720 -3.569 0.454
H -6.143 1.763 -2.177 0.540
```

Output
energy	-245397.4436	eV
frontier orbital gap	7.265	eV
molecular weight	2129.94	g mol⁻¹

---

[4]
# C31H15F8N2O6SSbTl

A molecular structure, C31H15F8N2O6SSbTl at a distorted geometry (wB97M-V/def2-TZVPD, OMol25).

Geometry as XYZ:
```
65
Properties=species:S:1:pos:R:3:mulliken_charge:R:1
Tl -1.407 -0.507 1.603 0.566
F -3.488 1.331 -4.593 -0.352
C -3.551 1.064 -3.301 0.590
C -2.466 1.343 -2.492 0.132
F -1.364 1.878 -3.018 -0.313
C -2.545 1.064 -1.144 -0.057
F -1.473 1.356 -0.362 -0.012
C -3.667 0.496 -0.561 0.099
S -3.794 0.185 1.156 -0.263
C -4.732 0.210 -1.405 0.400
F -5.830 -0.346 -0.902 -0.343
C -4.692 0.504 -2.761 0.400
F -5.721 0.233 -3.540 -0.317
O -0.017 -3.231 0.562 -0.698
C -0.591 -2.651 -0.347 0.461
O -0.962 -1.405 -0.294 -0.298
C -0.942 -3.344 -1.633 0.242
C -1.784 -2.733 -2.554 -0.240
C -2.111 -3.410 -3.711 0.084
C -1.623 -4.669 -4.002 -0.510
C -0.782 -5.242 -3.064 -0.143
C -0.435 -4.615 -1.885 -0.599
N -0.237 -6.590 -3.341 1.063
O -0.570 -7.116 -4.379 -0.604
O 0.501 -7.067 -2.507 -0.608
N -3.019 -2.757 -4.676 0.961
O -3.299 -3.361 -5.682 -0.588
O -3.454 -1.663 -4.370 -0.604
H -2.184 -1.748 -2.368 0.260
H -1.882 -5.186 -4.914 0.630
H 0.211 -5.099 -1.167 0.633
F 1.422 2.627 7.855 -0.295
C 1.288 2.324 6.566 0.253
C 0.109 1.740 6.140 -0.648
C -0.021 1.426 4.797 -0.591
C 1.015 1.698 3.910 0.385
C 2.191 2.292 4.367 -0.198
C 2.334 2.609 5.705 -0.680
Sb 0.845 1.219 1.881 2.027
C 2.465 0.049 1.283 0.248
C 3.675 0.676 0.979 -0.218
C 4.773 -0.082 0.617 -0.742
C 4.634 -1.459 0.559 0.335
F 5.688 -2.189 0.204 -0.308
C 3.444 -2.102 0.843 -0.787
C 2.350 -1.335 1.211 -0.398
C 1.031 3.005 0.835 0.219
C 0.704 4.207 1.460 -0.627
C 0.825 5.396 0.764 -0.595
C 1.261 5.349 -0.550 0.293
F 1.379 6.490 -1.221 -0.304
C 1.577 4.165 -1.195 -0.683
C 1.454 2.980 -0.494 -0.450
H -0.679 1.540 6.852 0.463
H -0.945 0.972 4.456 0.134
H 3.007 2.509 3.687 0.358
H 3.235 3.065 6.090 0.467
H 3.771 1.755 1.016 0.375
H 5.724 0.371 0.376 0.471
H 3.372 -3.178 0.761 0.524
H 1.415 -1.849 1.395 0.091
H 0.370 4.227 2.490 0.435
H 0.592 6.349 1.218 0.479
H 1.909 4.186 -2.224 0.477
H 1.695 2.045 -0.985 0.517
```

Output
energy	-91447.5375	eV
energy above the lowest of the compared OMol25 structures with the same formula, charge and spin	1.530	eV
charge	+1
frontier orbital gap	5.700	eV
molecular weight	1021.66	g mol⁻¹